<w>
{
  "formula": "C4H29NO13",
  "method": "ωB97M-V/def2-TZVPD",
  "smiles": "N[C@@H](CO)CC(=O)O.O.O.O.O.O.O.O.O.O.O",
  "orbital_gap_ev": 9.75,
  "symbols": ["C", "O", "C", "C", "C", "O", "O", "N", "H", "H", "H", "H", "H", "H", "H", "H", "H", "H", "H", "O", "H", "H", "O", "H", "H", "O", "H", "H", "O", "H", "H", "O", "H", "H", "O", "H", "H", "O", "H", "H", "O", "H", "H", "O", "H", "H", "O"],
  "coordinates": [[2.41739, -1.60735, -0.80646], [2.43528, -2.07699, -2.16320], [1.03035, -1.20976, -0.22831], [1.18274, -0.93293, 1.24502], [-0.05092, -1.41482, 2.01085], [-1.26883, -0.87409, 1.77006], [-0.01314, -2.27232, 2.87168], [0.48558, 0.01768, -0.91706], [2.60612, -2.60543, -0.32402], [3.12790, -0.81325, -0.73342], [2.45057, -1.37264, -2.83416], [0.42170, -2.01231, -0.60673], [1.21446, 0.18286, 1.30115], [2.08230, -1.32028, 1.71560], [-1.92650, -1.44716, 2.19975], [-0.35246, 0.21003, -0.40667], [0.33281, -0.09635, -1.90700], [-3.61505, 0.59072, -2.00192], [-3.61406, 0.25777, -0.56240], [-4.00974, -0.05050, -1.39604], [-1.59784, 0.34108, -4.33909], [-1.42082, 1.38849, -3.11306], [-0.98891, 0.77404, -3.74111], [2.44000, 2.06063, -1.68842], [1.40984, 1.55402, -0.79296], [2.14936, 2.27342, -0.78919], [-2.11729, 2.29552, 1.11804], [-1.79691, 0.74291, 1.02092], [-2.08130, 1.53380, 0.52005], [2.75282, 2.38437, 2.92330], [1.29140, 2.44357, 3.45877], [1.82739, 2.36419, 2.66128], [3.05584, 1.44747, 0.42500], [4.63803, 1.29138, 0.31222], [3.85284, 0.92445, 0.72322], [-0.84031, -3.94795, 1.26561], [-1.87346, -3.16123, 0.23830], [-0.99608, -3.24308, 0.63795], [-0.37024, 4.25376, 1.92783], [0.29310, 2.89618, 1.72089], [-0.57538, 3.33738, 1.71466], [-0.66975, 3.13383, -1.89428], [-1.34796, 2.35043, -0.85526], [-1.46834, 2.59254, -1.80995], [-1.99073, -2.14407, -1.46918], [-3.46399, -1.85950, -1.38860], [-2.82238, -2.58761, -1.25884]]
}

<x>
{
  "formula": "C4H29NO13",
  "method": "ωB97M-V/def2-TZVPD",
  "smiles": "N[C@H](CCO)C(=O)O.O.O.O.O.O.O.O.O.O.O",
  "orbital_gap_ev": 9.91,
  "symbols": ["O", "C", "O", "C", "C", "C", "O", "N", "H", "H", "H", "H", "H", "H", "H", "H", "H", "H", "H", "O", "H", "H", "O", "H", "H", "O", "H", "H", "O", "H", "H", "O", "H", "H", "O", "H", "H", "O", "H", "H", "O", "H", "H", "O", "H", "H", "O"],
  "coordinates": [[-2.14455, -0.37573, -2.27231], [-1.45925, -0.83291, -1.39132], [-0.70569, -1.93662, -1.60905], [-1.77298, -0.70982, 0.17453], [-2.32830, 0.72316, 0.43330], [-1.50631, 1.58347, 1.40100], [-0.97715, 0.96851, 2.58388], [-2.71389, -1.66339, 0.57389], [-0.65278, -2.12580, -2.59505], [-0.80588, -0.80750, 0.75308], [-2.33713, 1.35263, -0.47401], [-3.35464, 0.58485, 0.87329], [-2.26009, 2.40374, 1.68041], [-0.54686, 2.01973, 0.90920], [-3.67596, -1.53453, 0.28257], [-2.40380, -2.60076, 0.31600], [-1.74298, 0.69378, 3.07167], [3.01870, -0.47817, -1.60323], [1.74504, 0.39941, -1.70463], [2.60532, 0.33510, -1.28394], [2.18050, -2.88838, -2.21831], [2.76186, -2.29927, -0.83387], [2.81939, -2.30662, -1.83495], [1.49257, -2.82365, 2.21516], [0.35031, -1.84876, 2.31186], [1.18109, -2.04788, 2.77220], [0.37997, 1.71090, -2.77423], [0.56880, 2.32341, -1.36193], [0.37833, 1.49955, -1.83493], [0.81915, 4.59220, -0.63741], [1.21122, 3.34834, 0.10110], [0.48660, 3.68248, -0.42449], [-1.92234, -4.70937, 0.34276], [-0.80077, -4.04274, -0.52914], [-1.48429, -4.74655, -0.51680], [-1.99757, 1.56917, -3.19203], [-2.60574, 3.00538, -3.20479], [-2.05052, 2.37782, -3.69971], [2.06427, 0.29218, 3.65940], [0.87309, 1.03941, 2.99207], [1.79975, 0.92497, 3.00265], [2.89478, -0.52605, 0.31997], [2.18996, -1.24145, 1.51450], [2.83008, -1.39917, 0.73916], [2.97207, 1.95566, 0.36917], [2.16522, 2.01851, 1.66597], [2.46141, 2.54077, 0.93727]]
}

<y>
{
  "formula": "C4H29NO13",
  "method": "ωB97M-V/def2-TZVPD",
  "smiles": "C[C@@H](O)CNC(=O)O.O.O.O.O.O.O.O.O.O.O",
  "orbital_gap_ev": 10.60,
  "symbols": ["C", "C", "C", "O", "N", "C", "O", "O", "H", "H", "H", "H", "H", "H", "H", "H", "H", "H", "H", "O", "H", "H", "O", "H", "H", "O", "H", "H", "O", "H", "H", "O", "H", "H", "O", "H", "H", "O", "H", "H", "O", "H", "H", "O", "H", "H", "O"],
  "coordinates": [[-1.91728, 0.66949, 0.83851], [-0.44191, 0.96354, 1.24137], [-0.35455, 1.91203, 2.40691], [0.17919, -0.29867, 1.51845], [-2.08745, -0.64246, 0.24234], [-1.31628, -1.00591, -0.80457], [-1.22904, -2.30272, -0.95965], [-0.77869, -0.19329, -1.56627], [-2.55108, 0.73827, 1.72739], [-2.26942, 1.45596, 0.16982], [0.05797, 1.34585, 0.34892], [-0.85730, 2.85960, 2.18991], [0.68938, 2.14629, 2.62897], [-0.81981, 1.54080, 3.31708], [0.65017, -0.27921, 2.40637], [-2.36190, -1.38949, 0.86097], [-0.37277, -2.58208, -1.47273], [-0.40027, -3.31913, 2.47671], [-0.58894, -1.82930, 2.11053], [-0.95026, -2.55077, 2.66421], [0.89840, -0.30973, -2.12121], [2.14442, 0.46955, -2.60449], [1.85710, -0.40034, -2.28555], [1.46665, -2.56981, -1.03546], [1.34872, -2.31042, -2.51202], [1.02387, -2.92578, -1.83366], [1.71299, -1.71425, 3.43274], [0.32913, -1.47423, 4.04787], [1.15276, -1.01153, 3.83827], [3.01174, -3.43186, 2.43463], [2.17922, -2.58597, 1.44439], [2.14250, -3.03722, 2.31501], [1.16134, 2.35031, -2.76966], [2.63325, 2.76125, -2.47792], [2.09445, 2.16509, -3.00630], [-1.29942, 3.25369, -0.79861], [-2.19993, 4.46037, -0.53978], [-1.80014, 3.70882, -0.09254], [-1.03680, 2.30119, -2.81128], [-0.46012, 1.49259, -1.65966], [-0.41125, 2.37743, -2.05847], [1.48678, -0.90683, 0.58909], [2.40686, -0.93199, -0.68550], [2.24262, -1.38415, 0.16937], [-1.99329, 0.79069, -4.55537], [-2.13464, 0.45475, -3.06396], [-2.23693, 1.16958, -3.70517]]
}

Here are the energies relative to the best structure, in kJ/mol: <w> 286.1; <x> 297.7; <y> 0.0.

<w>
{
  "formula": "C4H8IN2",
  "method": "ωB97M-V/def2-TZVPD",
  "total_charge": 1,
  "orbital_gap_ev": 8.29,
  "symbols": ["C", "C", "C", "C", "N", "N", "I", "H", "H", "H", "H", "H", "H", "H", "H"],
  "coordinates": [[-0.87873, -1.70456, -0.77730], [-0.37059, -0.35998, -1.04885], [-0.98003, -0.48597, 1.03109], [-0.19592, 1.70901, 0.48053], [-1.25376, -1.74942, 0.49537], [-0.46579, 0.32207, 0.19016], [3.54096, -0.20285, -0.33657], [-0.99050, -2.53706, -1.41598], [0.59547, -0.20556, -1.51137], [-1.12641, -0.10171, -1.89988], [-1.18590, -0.05671, 2.09549], [-0.22768, 2.33693, -0.44423], [-0.82007, 2.02082, 1.19858], [0.80662, 1.81939, 0.85100], [3.55233, -0.80441, 1.09196]]
}

<x>
{
  "formula": "C4H8IN2",
  "method": "ωB97M-V/def2-TZVPD",
  "smiles": "CN1C[C@]1(I)C=[NH2+]",
  "total_charge": 1,
  "orbital_gap_ev": 8.04,
  "symbols": ["C", "C", "C", "C", "N", "N", "I", "H", "H", "H", "H", "H", "H", "H", "H"],
  "coordinates": [[-0.27843, -0.98443, -1.22495], [0.14289, 1.24225, -0.16525], [-0.73004, 0.07004, -0.21885], [0.99834, -1.42898, 0.92785], [-0.18685, -1.18462, 0.16046], [-0.31683, 2.40409, 0.17607], [-3.21119, -0.09747, 0.21701], [-1.07065, -1.49973, -1.75085], [0.62543, -0.81770, -1.81079], [1.19815, 1.11158, -0.37459], [1.90283, -0.96168, 0.52631], [0.82659, -1.09132, 1.94904], [1.15007, -2.50883, 0.94586], [-1.31206, 2.51355, 0.37582], [0.26175, 3.23325, 0.26686]]
}

Here are the energies relative to the best structure, in kJ/mol: <w> 0.0; <x> 102.0.

<w>
{
  "formula": "C4H11P",
  "method": "ωB97M-V/def2-TZVPD",
  "smiles": "C=[P@@H](C)CC",
  "orbital_gap_ev": 8.54,
  "symbols": ["C", "C", "C", "C", "P", "H", "H", "H", "H", "H", "H", "H", "H", "H", "H", "H"],
  "coordinates": [[1.59082, 1.63955, -0.69580], [-1.62363, 0.55528, 0.87486], [1.18064, -1.01478, 0.44293], [-1.35179, -0.30220, -0.35267], [0.44585, -0.15780, -0.94136], [1.57487, 2.07517, -1.68456], [2.51121, 1.12147, -0.53024], [-0.91546, 0.49437, 1.58964], [-1.67230, 1.57948, 0.51841], [-2.61175, 0.19075, 1.35776], [2.33884, -1.06369, 0.56492], [0.94665, -0.58310, 1.35878], [0.81929, -2.04967, 0.47303], [-2.11997, -0.01996, -1.09510], [-1.49012, -1.32875, 0.03344], [0.37687, -1.13610, -1.91404]]
}

<x>
{
  "formula": "C4H11P",
  "method": "ωB97M-V/def2-TZVPD",
  "orbital_gap_ev": [8.20, 7.13],
  "symbols": ["C", "C", "C", "C", "P", "H", "H", "H", "H", "H", "H", "H", "H", "H", "H", "H"],
  "coordinates": [[1.78309, -0.81160, 0.44238], [0.01000, 1.94805, -0.93425], [-0.86864, -1.79435, 0.95639], [-0.43332, 1.04498, 0.20295], [0.17434, -0.67731, -0.05644], [2.47697, -0.07807, 0.05222], [2.19165, -1.80129, 0.56883], [-0.49254, 2.91106, -0.88351], [1.08288, 2.11397, -0.91029], [-0.24539, 1.46726, -1.87821], [-0.21931, -2.48303, 1.49474], [-1.45301, -1.20613, 1.66556], [-1.54499, -2.35085, 0.30914], [-1.52375, 0.99262, 0.22971], [-0.06167, 1.39607, 1.16915], [-0.87632, -0.67137, -2.42838]]
}

Here are the energies relative to the best structure, in kJ/mol: <w> 0.0; <x> 28.0.